Below is a structure of composition C4H6BeO2 in a non-equilibrium geometry, with properties calculated with wB97M-V/def2-TZVPD.

```
13
Properties=species:S:1:pos:R:3:forces:R:3
O 2.260540 0.323009 -0.365569 0.199 0.174 0.042
C 1.893012 -0.665233 0.340402 4.077 0.061 -0.186
H 3.220283 0.498148 -0.373691 0.151 -0.123 -0.140
H 2.744627 -1.217859 0.777964 -0.277 0.143 0.078
C -0.338324 0.925807 0.079897 -1.558 -0.260 -0.431
C -1.542641 0.412311 -0.143730 0.506 1.417 0.440
C -2.033754 -0.922155 0.347523 -1.022 0.341 -0.857
O -0.948176 -1.772410 0.301535 2.407 0.023 1.304
Be 0.334909 -0.959350 0.455207 -5.306 -1.314 -0.694
H -2.238100 0.985948 -0.777933 0.306 0.026 -0.036
H 0.226414 1.824684 -0.164345 -0.170 -0.305 0.339
H -2.824371 -1.259758 -0.351303 0.335 -0.003 0.352
H -2.518792 -0.800166 1.335092 0.351 -0.180 -0.210
```
Forces are in eV/Å.

For the energy relative to the best compared isomer or geometry (same formula, charge and spin), the calculation gives 2.9 kcal per mole. The HOMO-LUMO gap (spin up / spin down) is 7.6 / 7.3 eV. As for the net charge: +1. For the largest force on an atom, the calculation gives 0.1072 hartree/bohr. Its expectation value of S² is 0.76. Its multiplicity is 2. For the electronic energy, the calculation gives -8730.708 eV. The calculation puts the highest occupied orbital energy (spin up / spin down) at -14.18 / -14.31 eV. As for the lowest unoccupied orbital energy (spin up / spin down): -6.57 / -7.06 eV.